C19H21N3O2S3 in the gas phase in a non-equilibrium geometry, computed with ωB97M-V/def2-TZVPD.

Each line ends with the Mulliken charge.
Geometry (Å):
C  5.813  1.397  -1.198  -1.263
C  4.585  1.500  -0.380  0.842
N  3.394  1.555  -0.841  -0.515
C  2.448  1.641  0.140  -0.181
C  2.959  1.657  1.411  -0.570
S  4.668  1.554  1.381  -0.233
H  2.422  1.719  2.334  0.472
C  1.057  1.702  -0.213  0.645
C  0.525  1.632  -1.475  -1.149
C  -0.875  1.739  -1.482  0.054
C  -1.394  1.879  -0.231  0.221
S  -0.184  1.897  0.986  -0.320
S  -3.073  2.230  0.228  1.258
O  -3.024  2.944  1.468  -0.718
O  -3.699  2.833  -0.910  -0.736
N  -3.878  0.813  0.524  0.078
C  -3.477  0.071  1.688  -1.148
C  -2.313  -0.897  1.398  -0.725
N  -2.205  -1.173  -0.027  0.673
C  -3.522  -1.341  -0.612  -0.692
C  -4.250  0.010  -0.617  -0.837
H  -5.335  -0.149  -0.603  0.313
H  -4.002  0.593  -1.503  0.362
H  -3.415  -1.694  -1.639  0.440
H  -4.116  -2.089  -0.057  0.353
C  -1.337  -2.315  -0.287  -1.721
C  0.116  -2.016  -0.030  0.753
C  0.687  -2.221  1.219  -0.070
C  2.036  -1.993  1.424  -1.037
C  2.836  -1.575  0.375  -0.289
C  2.277  -1.362  -0.873  -0.626
C  0.924  -1.571  -1.069  -0.284
H  0.490  -1.405  -2.044  0.371
H  2.895  -1.029  -1.693  0.332
H  3.894  -1.421  0.530  0.545
H  2.467  -2.157  2.401  0.412
H  0.077  -2.580  2.036  0.427
H  -1.644  -3.187  0.321  0.402
H  -1.454  -2.580  -1.340  0.540
H  -1.363  -0.470  1.726  0.189
H  -2.481  -1.831  1.967  0.598
H  -4.352  -0.482  2.046  0.320
H  -3.198  0.804  2.445  0.435
H  -1.489  1.735  -2.364  0.501
H  1.137  1.522  -2.351  0.571
H  5.545  1.410  -2.251  0.331
H  6.343  0.472  -0.972  0.302
H  6.483  2.228  -0.985  0.374

The structure (SMILES) is Cc1nc(-c2ccc(S(=O)(=O)N3CCN(Cc4ccccc4)CC3)s2)cs1. The net charge is 0. For the LUMO energy, the calculation gives 0.067 eV. As for the HOMO energy: -8.074 eV. The energy relative to the best compared isomer or geometry (same formula, charge and spin) is 0.0 kcal/mol. The frontier orbital gap comes out at 8.14 eV.



2 unconnected molecules or ions with the total composition C19H21N3O3S in a non-equilibrium geometry, computed with ωB97M-V/def2-TZVPD.

Each line ends with the Mulliken charge.
Geometry (Å):
O  -1.036  5.221  -2.003  -0.619
O  0.571  2.694  1.708  -0.684
S  -0.648  -9.473  2.206  -0.358
O  1.657  -8.329  1.361  -0.348
C  -1.834  5.456  -1.108  0.725
C  0.153  3.629  1.038  0.007
C  0.296  -8.291  1.516  0.002
C  0.160  -1.511  0.252  -0.417
C  3.289  -5.638  -0.631  -0.510
C  2.129  -4.902  -0.927  -0.444
C  -1.150  -1.137  0.599  -0.875
C  0.987  -0.611  -0.443  -0.833
C  3.205  -6.804  0.144  -0.735
C  0.882  -5.328  -0.448  -0.941
C  -1.630  0.143  0.265  -0.228
C  0.507  0.667  -0.779  -0.183
C  1.961  -7.218  0.620  0.842
C  0.815  -6.482  0.334  0.656
C  -0.798  1.052  -0.417  0.492
N  -0.224  -7.142  0.954  -0.052
N  0.926  4.724  1.042  -0.167
N  -2.000  4.697  -0.020  -0.092
C  -2.708  6.685  -1.201  -1.334
C  0.767  6.043  0.442  -0.761
C  -1.301  2.441  -0.765  -1.359
C  -1.249  3.486  0.373  0.393
H  0.538  -2.485  0.531  0.625
H  4.253  -5.306  -1.007  0.382
H  2.196  -4.001  -1.531  0.423
H  -1.785  -1.828  1.137  0.377
H  1.997  -0.893  -0.703  0.380
H  4.089  -7.390  0.374  0.405
H  -0.019  -4.766  -0.674  0.410
H  -2.634  0.431  0.540  0.389
H  1.151  1.361  -1.299  0.372
H  -1.201  -7.059  0.690  0.281
H  1.780  4.576  1.558  0.286
H  -2.704  5.007  0.629  0.261
H  -3.756  6.394  -1.159  0.376
H  -2.509  7.184  -2.149  0.348
H  -2.473  7.360  -0.381  0.317
H  1.586  6.688  0.765  0.357
H  -0.171  6.500  0.758  0.224
H  0.815  5.966  -0.646  0.265
H  -0.708  2.798  -1.606  0.418
H  -2.331  2.350  -1.112  0.547
H  -1.842  3.043  1.172  0.376

The structure (SMILES) is CNC(=O)[C@H](Cc1ccccc1)NC(C)=O.S=c1[nH]c2ccccc2o1. The net charge is 0. For the LUMO energy, the calculation gives 0.485 eV. As for the HOMO energy: -8.246 eV. The energy relative to the best compared isomer or geometry (same formula, charge and spin) is 48.6 kcal/mol. The frontier orbital gap comes out at 8.73 eV.



C19H21N3O3S in the gas phase, computed with ωB97M-V/def2-TZVPD.

Each line ends with the Mulliken charge.
Geometry (Å):
C  5.125  0.873  -0.219  -0.753
C  5.149  -0.653  -0.218  -0.488
O  4.087  -1.216  0.526  -0.469
C  2.823  -1.234  0.014  0.836
C  1.852  -1.721  0.887  -1.253
C  0.555  -1.781  0.425  0.463
C  0.202  -1.370  -0.879  0.658
C  1.175  -0.890  -1.738  -1.435
C  2.477  -0.829  -1.281  -0.126
H  3.234  -0.461  -1.955  0.411
H  0.923  -0.573  -2.737  0.498
N  -1.153  -1.529  -1.060  -0.587
C  -1.604  -1.997  0.070  0.046
N  -0.625  -2.180  1.008  0.044
H  -0.753  -2.563  1.929  0.239
S  -3.257  -2.374  0.444  -0.169
C  -4.122  -1.707  -1.015  -0.755
H  -3.606  -2.075  -1.900  0.369
H  -5.131  -2.110  -0.949  0.431
C  -4.162  -0.178  -0.949  0.592
O  -5.105  0.420  -0.480  -0.663
N  -3.073  0.391  -1.497  -0.177
H  -2.292  -0.231  -1.719  0.431
C  -2.698  1.764  -1.220  -1.247
C  -1.432  1.774  -0.403  0.668
C  -0.226  2.196  -0.930  -0.887
C  0.940  2.137  -0.184  -0.621
C  0.901  1.640  1.103  -0.663
C  -0.295  1.208  1.652  -0.394
C  -1.466  1.268  0.908  0.894
O  -2.684  0.854  1.345  -0.236
C  -2.841  0.459  2.683  -1.020
H  -2.259  -0.440  2.913  0.325
H  -3.901  0.235  2.793  0.247
H  -2.561  1.260  3.374  0.373
H  -0.305  0.823  2.660  0.451
H  1.804  1.580  1.692  0.414
H  1.871  2.479  -0.609  0.428
H  -0.201  2.580  -1.939  0.392
H  -3.526  2.217  -0.667  0.437
H  -2.547  2.301  -2.161  0.417
H  2.134  -2.032  1.880  0.432
H  5.157  -1.046  -1.242  0.340
H  6.049  -1.009  0.291  0.341
H  5.167  1.243  0.802  0.283
H  5.983  1.252  -0.768  0.378
H  4.215  1.245  -0.682  0.104

The structure (SMILES) is CCOc1ccc2nc(SCC(=O)NCc3ccccc3OC)[nH]c2c1. The net charge is 0. For the LUMO energy, the calculation gives 0.429 eV. As for the HOMO energy: -7.785 eV. The energy relative to the best compared isomer or geometry (same formula, charge and spin) is 40.6 kcal/mol. The frontier orbital gap comes out at 8.21 eV.



C19H21N3O4 in the gas phase, computed with ωB97M-V/def2-TZVPD.

Each line ends with the Mulliken charge.
Geometry (Å):
C  -6.763  -2.062  0.384  -0.649
H  -7.540  -2.029  -0.383  0.289
H  -7.048  -1.459  1.242  0.226
H  -6.609  -3.102  0.679  0.290
O  -5.557  -1.505  -0.112  -0.307
C  -5.031  -2.117  -1.188  0.518
O  -5.540  -3.084  -1.705  -0.619
C  -3.782  -1.481  -1.652  0.263
C  -3.245  -0.356  -1.031  -0.799
C  -2.074  0.206  -1.496  -0.315
C  -1.408  -0.352  -2.590  0.497
C  -1.966  -1.463  -3.230  -0.512
C  -3.134  -2.020  -2.764  -0.764
H  -3.570  -2.881  -3.247  0.457
H  -1.469  -1.879  -4.094  0.437
N  -0.222  0.175  -3.081  -0.091
C  0.578  1.163  -2.502  0.279
O  1.016  2.077  -3.172  -0.699
N  0.867  1.005  -1.187  0.328
C  0.757  -0.247  -0.467  -0.615
H  0.708  -1.070  -1.184  0.572
C  1.960  -0.417  0.455  -1.657
H  2.884  -0.334  -0.116  0.390
H  1.934  -1.411  0.908  0.662
C  1.899  0.650  1.568  2.065
C  3.236  0.757  2.282  -0.130
C  4.408  1.054  1.591  -0.328
C  5.601  1.143  2.285  -0.658
C  5.585  0.932  3.656  -0.284
N  4.479  0.671  4.327  -0.639
C  3.343  0.592  3.660  -0.462
H  2.467  0.402  4.267  0.444
H  6.492  0.983  4.244  0.373
H  6.522  1.373  1.772  0.400
H  4.393  1.225  0.525  0.243
C  1.495  2.012  0.953  -1.347
H  2.079  2.815  1.401  0.414
C  1.652  2.054  -0.558  -0.821
H  2.707  1.965  -0.846  0.263
H  1.296  3.011  -0.950  0.540
H  0.448  2.171  1.217  0.426
O  0.854  0.323  2.465  -0.734
H  1.019  -0.547  2.846  0.443
H  -0.156  -0.268  0.142  0.312
H  -0.120  0.139  -4.087  0.299
H  -1.686  1.102  -1.037  0.548
H  -3.758  0.083  -0.190  0.451

The structure (SMILES) is COC(=O)c1ccc(NC(=O)N2CCC(O)(c3cccnc3)CC2)cc1. The net charge is 0. For the LUMO energy, the calculation gives 0.451 eV. As for the HOMO energy: -8.704 eV. The energy relative to the best compared isomer or geometry (same formula, charge and spin) is 30.0 kcal/mol. The frontier orbital gap comes out at 9.16 eV.



C19H21N5O2 in the gas phase in a non-equilibrium geometry, computed with ωB97M-V/def2-TZVPD.

Each line ends with the Mulliken charge.
Geometry (Å):
C  -7.988  -2.261  -0.716  -1.280
C  -7.118  -1.016  -0.826  -0.144
C  -6.895  -0.374  0.545  -0.773
O  -6.129  0.812  0.474  -0.446
C  -4.785  0.749  0.310  0.910
C  -4.020  -0.416  0.296  -0.330
C  -2.649  -0.343  0.142  -0.954
C  -2.012  0.887  -0.004  0.062
C  -2.779  2.056  0.011  -0.640
C  -4.142  1.985  0.166  -0.542
H  -4.748  2.876  0.181  0.434
H  -2.280  3.004  -0.103  0.475
C  -0.584  0.973  -0.168  0.625
N  0.117  2.046  -0.319  -0.664
C  1.425  1.638  -0.436  0.615
C  1.448  0.253  -0.344  0.357
N  2.438  -0.664  -0.460  -0.167
H  2.207  -1.590  -0.132  0.294
C  3.826  -0.266  -0.421  -1.040
C  4.299  0.159  0.976  -0.142
H  3.573  0.850  1.407  0.406
H  4.371  -0.716  1.626  0.302
C  5.652  0.873  0.908  -1.008
N  6.674  0.022  0.364  0.217
C  7.138  0.000  -0.908  -0.024
N  8.013  -0.948  -1.098  -0.662
C  8.130  -1.583  0.097  -0.514
C  7.307  -1.000  1.016  -0.211
H  7.131  -1.210  2.051  0.399
H  8.798  -2.412  0.219  0.411
H  6.818  0.698  -1.655  0.394
H  5.949  1.189  1.913  0.323
H  5.559  1.761  0.276  0.439
H  4.421  -1.105  -0.786  0.274
H  3.948  0.571  -1.113  0.415
O  0.184  -0.173  -0.170  -0.455
C  2.502  2.517  -0.577  0.037
N  3.412  3.213  -0.665  -0.597
H  -2.064  -1.250  0.132  0.428
H  -4.477  -1.386  0.406  0.386
H  -7.855  -0.054  0.961  0.383
H  -6.443  -1.091  1.241  0.336
H  -7.597  -0.282  -1.477  0.296
H  -6.155  -1.273  -1.271  0.355
H  -8.144  -2.700  -1.698  0.357
H  -8.958  -2.013  -0.291  0.325
H  -7.515  -3.005  -0.078  0.339

The structure (SMILES) is CCCOc1ccc(-c2nc(C#N)c(NCCCn3ccnc3)o2)cc1. The net charge is 0. For the LUMO energy, the calculation gives 0.478 eV. As for the HOMO energy: -7.802 eV. The energy relative to the best compared isomer or geometry (same formula, charge and spin) is 11.9 kcal/mol. The frontier orbital gap comes out at 8.28 eV.